(1)
Here is a 3-piece molecular cluster, C22H27Cl2N4O9 overall from the OMol25 dataset. Energies are from ωB97M-V/def2-TZVPD.

Computed properties:
E_tot: -72676.8767 eV
2S+1: 1
Charge: +1
HOMO level: -11.5 eV
Largest force on an atom: 4.3 eV/Å

Geometry (Å):
C1 -1.2780 -2.8137 -0.8186
C2 -0.3220 -1.6294 -0.7144
Cl1 -0.6205 -0.6610 0.7721
C3 -0.3154 -0.7494 -2.0121
N1 -1.1227 0.4884 -1.8812
C4 -2.1286 0.3749 -2.8774
N2 -3.3451 0.0132 -2.6689
C5 -4.3044 -0.0816 -3.7655
C6 -5.3243 1.0903 -3.6562
O1 -6.0028 1.4127 -4.5076
Cl2 -5.3648 1.9770 -2.0904
N3 -1.5390 0.7154 -4.0668
C7 -0.2653 1.4570 -3.7860
C8 -0.5225 1.7666 -2.3027
C9 0.5352 2.4417 -1.4241
C10 1.7753 1.5803 -1.0737
N4 2.6468 2.3249 -0.1412
H1 -2.3168 -2.4814 -0.9503
H2 -0.9825 -3.5223 -1.5992
H3 -1.2349 -3.3744 0.1217
H4 0.6950 -2.0504 -0.5962
H5 0.7386 -0.5582 -2.2306
H6 -0.6618 -1.4036 -2.8241
H7 -3.5967 -0.1743 -1.7019
H8 -3.8442 0.0355 -4.7471
H9 -4.8326 -1.0390 -3.7777
H10 -2.1407 1.2209 -4.7102
H11 0.6020 0.8533 -4.0656
H12 -0.2573 2.3213 -4.4581
H13 -1.3749 2.4639 -2.3782
H14 0.8725 3.3370 -1.9668
H15 0.0127 2.8183 -0.5393
H16 1.4723 0.6443 -0.5941
H17 2.2992 1.3424 -2.0091
H18 2.0429 2.6297 0.6296
H19 2.8376 3.2003 -0.6300
C11 0.1670 2.9439 3.2626
C12 -0.5486 3.0149 4.3940
C13 -1.1646 4.3039 4.8542
O2 -1.8189 4.3060 5.8766
C14 -0.9409 5.4981 4.0453
C15 -0.2233 5.4240 2.9192
C16 0.3670 4.1307 2.4490
O3 0.9983 4.1182 1.4002
O4 0.0059 6.4941 2.1531
O5 -0.7535 1.9556 5.1668
H20 0.6142 2.0203 2.9197
H21 -1.3740 6.4250 4.3942
H22 0.5456 6.1783 1.4040
H23 -1.2977 2.2709 5.9164
C17 3.6516 -4.6599 2.8855
C18 2.9577 -3.9587 1.9833
C19 2.2895 -4.6231 0.8166
O6 1.6514 -3.9370 0.0304
C20 2.4340 -6.0610 0.6683
C21 3.1319 -6.7663 1.5694
C22 3.7791 -6.1079 2.7517
O7 4.3839 -6.7977 3.5466
O8 3.2889 -8.0807 1.4682
O9 2.8206 -2.6316 2.0727
H24 4.1358 -4.1930 3.7316
H25 1.9616 -6.5244 -0.1863
H26 3.8277 -8.3475 2.2399
H27 2.2772 -2.3654 1.3084

---

(2)
Here is C31H32CrN8O3S4 as an isolated structure from the OMol25 dataset. Energies are from ωB97M-V/def2-TZVPD.

Computed properties:
⟨S²⟩: 0.765
E_tot: -122493.2234 eV
2S+1: 2
Charge: -1
Energy above the lowest of the compared OMol25 structures with the same formula, charge and spin: 0.6387 eV
HOMO level (spin up / spin down): -4.2 / -4.2 eV
Largest force on an atom: 1.2 eV/Å

Geometry (Å):
Cr1 -0.9418 -1.0225 1.0212
S1 1.4368 -1.5135 3.3366
C1 1.1583 -0.0287 4.1771
C2 1.9038 0.1414 5.3796
N1 2.5137 0.2176 6.3541
C3 0.2794 0.9501 3.7919
S2 -0.7610 0.9414 2.3753
C4 0.1648 2.1303 4.5709
N2 0.0561 3.1112 5.1687
O1 0.8946 -3.4331 -0.1837
S3 -0.3875 -3.6765 -0.7928
O2 -0.8956 -5.0224 -0.7164
N3 -1.4054 -2.5764 -0.1758
C5 -2.7624 -2.7577 -0.3629
C6 -3.3774 -3.5694 -1.3069
C7 -4.7733 -3.6269 -1.3846
C8 -5.5749 -2.9021 -0.5432
C9 -4.9930 -2.0579 0.4217
C10 -5.7327 -1.2538 1.3131
C11 -5.0593 -0.4652 2.2054
C12 -3.6605 -0.4512 2.2082
N4 -2.9266 -1.1669 1.3756
C13 -3.5824 -1.9830 0.5017
C14 -0.2661 -3.2839 -2.5379
C15 -0.1664 -4.3171 -3.4552
C16 -0.0904 -4.0205 -4.8074
C17 -0.1178 -2.6985 -5.2299
C18 -0.2291 -1.6704 -4.3041
C19 -0.3058 -1.9623 -2.9512
H1 -2.7692 -4.1579 -1.9746
H2 -5.2225 -4.2559 -2.1431
H3 -6.6538 -2.9589 -0.6140
H4 -6.8149 -1.2658 1.2771
H5 -5.5972 0.1621 2.9025
H6 -3.1212 0.1907 2.8918
H7 -0.1686 -5.3374 -3.0947
H8 -0.0178 -4.8226 -5.5302
H9 -0.0590 -2.4715 -6.2869
H10 -0.2684 -0.6409 -4.6353
H11 -0.4044 -1.1857 -2.2061
C20 1.0221 4.7478 -1.4878
C21 0.3710 4.2645 -0.1934
C22 1.2703 3.3206 0.5932
N5 1.3517 2.0462 -0.1155
C23 1.9582 0.9293 0.2900
S4 1.4630 -0.5826 -0.2694
N6 3.0142 0.9752 1.1616
C24 4.1056 1.8208 1.2619
O3 4.8407 1.7767 2.2210
C25 4.3894 2.7296 0.1045
C26 4.8731 4.0081 0.3676
C27 5.1488 4.8775 -0.6745
C28 4.9752 4.4589 -1.9872
C29 4.5515 3.1654 -2.2542
C30 4.2526 2.3014 -1.2120
H12 0.3421 5.3912 -2.0476
H13 1.3066 3.9065 -2.1216
H14 1.9284 5.3130 -1.2633
H15 -0.5705 3.7516 -0.4130
H16 0.1299 5.1204 0.4390
H17 0.8567 3.1618 1.5935
H18 2.2627 3.7568 0.6917
H19 0.5311 1.8363 -0.6667
H20 3.0287 0.1486 1.7810
H21 5.0134 4.3096 1.3977
H22 5.5061 5.8775 -0.4643
H23 5.1888 5.1384 -2.8028
H24 4.4561 2.8285 -3.2785
H25 3.9256 1.2902 -1.4204
C31 -1.6318 0.3479 -0.4434
H26 -2.4692 -0.0940 -0.9959
H27 -0.8910 0.6326 -1.1930
H28 -2.0051 1.2691 0.0154
N7 -0.4466 -4.0114 2.5903
N8 -1.0948 -2.7604 2.8384
H29 0.1433 -4.2528 3.3776
H30 0.1557 -3.9033 1.7848
H31 -0.5598 -2.2097 3.5087
H32 -1.9953 -2.9759 3.2512

---

(3)
Here is C39H44SbV as an isolated structure from the OMol25 dataset. Energies are from ωB97M-V/def2-TZVPD.

Computed properties:
⟨S²⟩: 0.887
E_tot: -73374.0165 eV
2S+1: 2
Charge: +1
HOMO level (spin up / spin down): -11.0 / -10.8 eV
Largest force on an atom: 1.2 eV/Å

Geometry (Å):
C1 1.4586 1.0800 2.0837
C2 0.1161 1.1188 2.6155
C3 -0.3808 2.4553 2.4569
C4 0.6389 3.2508 1.8184
C5 1.7793 2.4050 1.6075
V1 0.0120 1.4141 0.2963
C6 -0.3117 2.4544 -2.0898
C7 0.4870 1.3079 -2.0155
H1 0.0799 0.3796 -2.4336
C8 1.6827 1.2536 -1.2141
H2 2.3345 2.1362 -1.2132
H3 2.2330 0.3050 -1.2104
C9 -1.6094 2.3943 -2.8600
H4 -2.0184 1.3718 -2.8789
H5 -2.3711 3.0572 -2.4174
H6 -1.4368 2.7280 -3.9032
C10 0.2478 3.8475 -1.8799
H7 1.1893 3.8545 -1.3087
H8 0.4476 4.3087 -2.8692
H9 -0.4767 4.5015 -1.3665
C11 -0.6044 -0.0088 3.3012
H10 -0.3270 -0.9845 2.8725
H11 -0.3621 -0.0259 4.3808
H12 -1.6957 0.1034 3.1985
C12 -1.6592 2.9665 3.0556
H13 -2.4846 2.2490 2.9278
H14 -1.5075 3.1328 4.1395
H15 -1.9731 3.9182 2.6036
C13 0.5914 4.7388 1.6074
H16 -0.4253 5.0831 1.3579
H17 0.9033 5.2728 2.5259
H18 1.2654 5.0578 0.7962
C14 3.1310 2.8699 1.1462
H19 3.0572 3.6607 0.3808
H20 3.6923 3.2918 2.0016
H21 3.7270 2.0433 0.7293
C15 2.3832 -0.1062 2.1242
H22 3.1518 -0.0405 1.3372
H23 2.9015 -0.1684 3.1001
H24 1.8296 -1.0470 1.9736
C16 -2.1216 1.9499 0.1496
C17 -3.0981 0.9396 -0.0342
C18 -2.6161 3.2661 0.3182
C19 -4.4737 1.2272 -0.0474
H25 -2.7828 -0.1000 -0.1737
C20 -3.9858 3.5671 0.3061
H26 -1.9108 4.0931 0.4700
C21 -4.9266 2.5426 0.1230
H27 -5.1947 0.4143 -0.1944
H28 -4.3189 4.6030 0.4422
H29 -5.9987 2.7682 0.1130
C22 -2.1362 -4.4887 -3.6592
C23 -2.7977 -3.7481 -2.6780
C24 -2.0678 -2.9683 -1.7776
C25 -0.6700 -2.9195 -1.8489
C26 -0.0100 -3.6804 -2.8297
C27 -0.7415 -4.4587 -3.7312
Sb1 0.3259 -1.5982 -0.4500
C28 -0.1238 -3.0301 1.0974
C29 -1.3695 -3.0784 1.7345
C30 -1.6147 -4.0407 2.7243
C31 -0.6182 -4.9580 3.0760
C32 0.6184 -4.9244 2.4362
C33 0.8623 -3.9662 1.4494
C34 2.3586 -1.9575 -1.2672
C35 3.4316 -2.2914 -0.4228
C36 4.7240 -2.4458 -0.9368
C37 4.9628 -2.2595 -2.2994
C38 3.9107 -1.9108 -3.1489
C39 2.6189 -1.7563 -2.6360
H30 -2.7010 -5.0853 -4.3623
H31 -3.8781 -3.7687 -2.6211
H32 -2.5918 -2.3872 -1.0330
H33 1.0605 -3.6883 -2.9152
H34 -0.2271 -5.0337 -4.4903
H35 -2.1420 -2.3726 1.4645
H36 -2.5728 -4.0744 3.2204
H37 -0.8046 -5.7032 3.8391
H38 1.3906 -5.6380 2.6942
H39 1.8176 -3.9726 0.9574
H40 3.2859 -2.4130 0.6373
H41 5.5438 -2.6990 -0.2758
H42 5.9660 -2.3729 -2.6939
H43 4.1011 -1.7514 -4.2021
H44 1.8191 -1.4609 -3.3019

---

(4)
Here is C32H52CrN7O10P as an isolated structure from the OMol25 dataset. Energies are from ωB97M-V/def2-TZVPD.

Computed properties:
⟨S²⟩: 0.954
E_tot: -102647.2087 eV
2S+1: 2
Charge: -1
HOMO level (spin up / spin down): -4.9 / -4.8 eV
Largest force on an atom: 2.8 eV/Å

Geometry (Å):
Cr1 -0.6805 -1.0953 1.4923
O1 -0.2565 -2.7468 3.5316
C1 -1.0896 -3.8097 3.9064
C2 -2.4645 -3.7156 3.2300
N1 -2.3282 -3.3516 1.8372
C3 -1.7219 -4.3289 0.9663
C4 -0.9743 -3.5855 -0.1835
O2 -0.5922 -4.2258 -1.1516
O3 -0.8434 -2.3390 -0.0037
C5 -3.5461 -2.7823 1.3031
C6 -3.7089 -1.3200 1.8088
O4 -4.8398 -0.8894 2.0030
O5 -2.6278 -0.6854 1.9669
H1 0.3511 -3.0859 2.8026
H2 -1.2308 -3.7672 4.9960
H3 -0.6158 -4.7679 3.6628
H4 -3.0297 -2.9155 3.7143
H5 -3.0108 -4.6656 3.3790
H6 -2.4459 -5.0256 0.5163
H7 -0.9668 -4.9099 1.4956
H8 -4.4435 -3.3609 1.5763
H9 -3.4808 -2.7318 0.2130
N2 -0.6046 0.4187 0.4037
P1 -0.6101 1.2466 -0.8960
N3 0.0999 0.4969 -2.2354
C7 0.8176 -0.7557 -2.0853
C8 0.2574 -1.7931 -3.0448
C9 0.5372 -1.3685 -4.4908
C10 0.6096 0.1610 -4.5997
C11 -0.3241 0.8133 -3.5868
N4 0.3200 2.6551 -0.7789
C12 1.7197 2.4082 -0.5037
C13 2.5777 3.1591 -1.5174
C14 2.2532 4.6504 -1.4566
C15 0.7521 4.8609 -1.6664
C16 -0.0240 4.0402 -0.6270
N5 -2.1522 1.7876 -1.3529
C17 -2.5649 2.7209 -2.3754
C18 -3.7635 3.5518 -1.8716
C19 -4.5381 2.7648 -0.8117
C20 -4.5679 1.2898 -1.1908
C21 -3.1421 0.7348 -1.1289
H10 0.6991 -1.0750 -1.0510
H11 1.8893 -0.6089 -2.2816
H12 -0.8143 -1.8732 -2.8621
H13 0.6857 -2.7703 -2.8347
H14 -0.2456 -1.7521 -5.1504
H15 1.4850 -1.7938 -4.8277
H16 0.3325 0.4843 -5.6065
H17 1.6267 0.5059 -4.4082
H18 -1.3472 0.4610 -3.7882
H19 -0.3111 1.9016 -3.7104
H20 1.8951 1.3336 -0.5551
H21 1.9799 2.7445 0.5098
H22 2.3382 2.7861 -2.5137
H23 3.6355 2.9792 -1.3188
H24 2.8246 5.1890 -2.2166
H25 2.5432 5.0473 -0.4798
H26 0.4788 4.5221 -2.6684
H27 0.4950 5.9195 -1.5800
H28 -1.1009 4.1601 -0.7286
H29 0.2590 4.4024 0.3748
H30 -2.8730 2.1882 -3.2876
H31 -1.7315 3.3697 -2.6434
H32 -4.4143 3.7805 -2.7188
H33 -3.4279 4.5012 -1.4508
H34 -5.5500 3.1637 -0.7116
H35 -4.0327 2.8512 0.1503
H36 -4.9914 1.1779 -2.1931
H37 -5.1965 0.7326 -0.4967
H38 -3.0298 -0.0843 -1.8555
H39 -2.9369 0.3310 -0.1357
O6 1.2955 -3.5778 1.6191
C22 1.7904 -2.5862 1.0445
O7 1.3620 -1.4076 1.1608
C23 3.0012 -2.7830 0.1782
C24 3.2216 -4.0327 -0.3977
C25 4.3241 -4.2324 -1.2127
C26 5.2084 -3.2037 -1.4585
C27 4.9945 -1.9500 -0.8740
C28 3.8815 -1.7412 -0.0578
N6 5.9087 -0.9017 -1.1101
O8 6.9071 -1.1299 -1.8137
O9 5.6867 0.2064 -0.5998
H40 2.5079 -4.8195 -0.2068
H41 4.4958 -5.2028 -1.6543
H42 6.0607 -3.3372 -2.1063
H43 3.7170 -0.7761 0.3939
C29 -0.1215 2.6271 2.9130
N7 0.6244 1.8837 3.9038
C30 1.1741 2.6556 4.9895
C31 0.5715 0.5283 3.8946
C32 1.3985 -0.2316 4.9097
O10 -0.1187 -0.0715 3.0727
H44 -1.0184 3.0743 3.3504
H45 -0.4073 1.9517 2.1019
H46 0.5150 3.4209 2.5184
H47 1.4681 3.6350 4.6108
H48 2.0537 2.1740 5.4115
H49 0.4349 2.8066 5.7852
H50 1.1852 0.0856 5.9282
H51 2.4589 -0.0928 4.7034
H52 1.1470 -1.2840 4.7959

---

(5)
Here is a 5-piece molecular cluster, C3H16O4S overall from the OMol25 dataset. Energies are from ωB97M-V/def2-TZVPD.

Computed properties:
SMILES: CCSC.O.O.O.O
E_tot: -22394.8995 eV
2S+1: 1
Charge: 0
Energy above the lowest of the compared OMol25 structures with the same formula, charge and spin: 1.7294 eV
HOMO level: -8.5 eV
Largest force on an atom: 3.1 eV/Å

Geometry (Å):
C1 1.1750 2.3669 -0.8973
C2 0.8508 0.8245 -0.8074
S1 -0.2405 0.2185 -2.1537
C3 -1.7748 0.1018 -1.3538
H1 1.8889 2.6313 -0.1677
H2 1.6464 2.7186 -1.8611
H3 0.2385 2.9911 -0.7706
H4 1.7437 0.3032 -1.0467
H5 0.5133 0.4557 0.1190
H6 -2.5336 0.8332 -1.3346
H7 -1.7092 -0.2276 -0.3209
H8 -2.4820 -0.4785 -1.9476
H9 -0.7624 -0.4027 2.5238
H10 0.3507 -0.3553 3.6733
O1 0.0594 -0.7541 2.8760
H11 -0.4986 -2.0328 -0.3985
H12 -0.6618 -3.3370 0.2379
O2 -1.0852 -2.4968 0.1711
H13 -0.7835 2.1652 1.9520
H14 -1.4248 1.8725 0.6517
O3 -1.3713 1.5771 1.5456
H15 1.7513 -1.3749 1.7542
H16 3.1050 -2.1238 2.0729
O4 2.6421 -1.6879 1.3666

---

(6)
Here is a 5-piece molecular cluster, H9O5 overall from the OMol25 dataset. Energies are from ωB97M-V/def2-TZVPD.

Computed properties:
⟨S²⟩: 0.753
E_tot: -10380.0546 eV
2S+1: 2
Charge: 0
Energy above the lowest of the compared OMol25 structures with the same formula, charge and spin: 0.7083 eV
HOMO level (spin up / spin down): -10.1 / -10.1 eV
Largest force on an atom: 4.4 eV/Å

Geometry (Å):
O1 -1.1315 -0.6393 -0.4846
H1 -1.3752 -1.5935 -0.5064
O2 -0.9886 1.9021 -1.9579
H2 -1.2378 2.6380 -1.4027
H3 -0.9904 1.1543 -1.2841
O3 -2.2711 0.0657 2.5796
H4 -3.2067 0.1534 2.2855
H5 -1.7382 -0.1588 1.8024
O4 1.5117 0.0168 -0.3334
H6 0.5634 -0.4623 -0.3322
H7 1.3647 0.8820 -0.6328
O5 3.6081 -1.3945 -0.0558
H8 2.9041 -0.6375 -0.0743
H9 2.9875 -1.9264 0.3968

---

Copy entry 5 word for word.
Here is a 5-piece molecular cluster, C3H16O4S overall from the OMol25 dataset. Energies are from ωB97M-V/def2-TZVPD.

Computed properties:
SMILES: CCSC.O.O.O.O
E_tot: -22394.8995 eV
2S+1: 1
Charge: 0
Energy above the lowest of the compared OMol25 structures with the same formula, charge and spin: 1.7294 eV
HOMO level: -8.5 eV
Largest force on an atom: 3.1 eV/Å

Geometry (Å):
C1 1.1750 2.3669 -0.8973
C2 0.8508 0.8245 -0.8074
S1 -0.2405 0.2185 -2.1537
C3 -1.7748 0.1018 -1.3538
H1 1.8889 2.6313 -0.1677
H2 1.6464 2.7186 -1.8611
H3 0.2385 2.9911 -0.7706
H4 1.7437 0.3032 -1.0467
H5 0.5133 0.4557 0.1190
H6 -2.5336 0.8332 -1.3346
H7 -1.7092 -0.2276 -0.3209
H8 -2.4820 -0.4785 -1.9476
H9 -0.7624 -0.4027 2.5238
H10 0.3507 -0.3553 3.6733
O1 0.0594 -0.7541 2.8760
H11 -0.4986 -2.0328 -0.3985
H12 -0.6618 -3.3370 0.2379
O2 -1.0852 -2.4968 0.1711
H13 -0.7835 2.1652 1.9520
H14 -1.4248 1.8725 0.6517
O3 -1.3713 1.5771 1.5456
H15 1.7513 -1.3749 1.7542
H16 3.1050 -2.1238 2.0729
O4 2.6421 -1.6879 1.3666